--- i ---
Here is an isolated molecule of C3H6N4O from OMol25. Energies are from ωB97M-V/def2-TZVPD.

Each line ends with the Löwdin charge.
Atoms and positions in Å:
N: -2.76234 -1.58070 -0.30209  0.070
C: -2.60647 -0.33275 -0.03705  -0.132
C: -1.77145 1.01211 0.17043  -0.258
N: -0.49033 0.77263 -0.28319  -0.129
N: 0.04091 -0.41933 0.18778  -0.082
C: 1.39161 -0.81100 0.24714  -0.171
N: 2.27849 -0.09547 -0.41557  -0.092
O: 3.52223 -0.27877 -0.02504  -0.110
H: -1.67990 1.03316 1.27769  0.103
H: -2.48547 2.05143 0.10184  0.188
H: -0.46142 0.85801 -1.33138  0.152
H: -0.47766 -1.14704 -0.41734  0.121
H: 1.61466 -1.75869 0.97220  0.175
H: 3.88714 0.69640 -0.14544  0.165

* SMILES: N#CCNN/C=N/O
* gap between HOMO and LUMO: 9.720 eV



--- ii ---
Here is an isolated molecule of C3H6N4O from OMol25. Energies are from ωB97M-V/def2-TZVPD.

Each line ends with the Löwdin charge.
Atoms and positions in Å:
N: -2.18341 -0.69021 0.35997  0.000
C: -1.40242 0.50581 0.60536  -0.224
C: 0.02547 0.40251 0.16346  -0.335
N: 0.79995 -0.66613 0.38534  0.178
C: 1.80804 -0.39967 -0.46758  -0.517
O: 2.76083 -1.27712 -0.75658  0.099
N: 1.72494 0.78665 -1.06450  0.089
N: 0.74725 1.43818 -0.30740  0.069
H: -2.16916 -0.92229 -0.63051  0.074
H: -1.76782 -1.46915 0.86017  0.067
H: -1.43124 0.71100 1.68449  0.122
H: -1.87249 1.35442 0.09393  0.114
H: 2.56783 -2.08995 -0.26881  0.117
H: 0.39226 2.31596 -0.65733  0.148

* SMILES: NCc1nc(O)n[nH]1
* gap between HOMO and LUMO: 9.687 eV



--- iii ---
Here is a cluster of 3 separate species, C3H6N4O in total from OMol25. Energies are from ωB97M-V/def2-TZVPD.

Each line ends with the Löwdin charge.
Atoms and positions in Å:
C: -0.44469 -1.08865 0.03019  -0.255
C: -0.12557 0.09274 0.13715  -0.243
N: 0.35830 1.33079 0.04360  0.065
C: 2.59573 -0.82879 -0.25167  -0.190
O: -1.01498 -2.24346 -0.10579  0.091
N: -2.45497 0.44164 0.05860  0.049
N: 1.69012 -1.51698 0.25928  0.055
N: -2.37941 1.61253 -0.17752  -0.065
H: -1.43062 -2.51232 0.72849  0.135
H: 0.80224 1.65894 0.89451  0.105
H: -0.38721 1.97355 -0.27848  0.064
H: -3.30018 2.09381 -0.37615  0.078
H: 2.44957 0.17034 -0.70998  0.054
H: 3.64167 -1.18416 -0.25224  0.058

* gap between HOMO and LUMO (alpha / beta): 8.119 / 7.561 eV



Most stable structure: ii



--- i ---
Here is the ion C5H11NO with charge +1 from OMol25. Energies are from ωB97M-V/def2-TZVPD.

Each line ends with the Löwdin charge.
Atoms and positions in Å:
O: 1.34150 2.41770 -1.00379  0.336
C: 0.38034 1.76496 -1.13502  -0.030
C: -0.45037 0.92638 -0.02930  -0.258
C: 0.41713 -0.13261 0.64158  -0.355
C: -0.42159 -1.15555 1.37110  -0.060
C: 1.29348 -0.85652 -0.41655  -0.036
N: -1.63991 0.52432 -0.75083  0.084
H: -0.30095 1.89275 -2.01826  0.214
H: -0.71847 1.74653 0.65929  0.178
H: 1.09841 0.39829 1.30395  0.151
H: -1.03732 -1.78270 0.73795  0.092
H: 0.21968 -1.77130 2.00172  0.102
H: -1.06789 -0.77985 2.17819  0.099
H: 0.82204 -0.88811 -1.39676  0.084
H: 1.53092 -1.85970 -0.06904  0.096
H: 2.23408 -0.33828 -0.57201  0.086
H: -2.29403 0.10959 -0.09196  0.113
H: -1.40705 -0.21590 -1.41027  0.105

* expectation value of S²: 0.758
* net charge: +1
* gap between HOMO and LUMO (alpha / beta): 9.968 / 5.830 eV
* 2S+1: 2



--- ii ---
Here is a cluster of 2 separate species, C5H11NO in total from OMol25. Energies are from ωB97M-V/def2-TZVPD.

Each line ends with the Löwdin charge.
Atoms and positions in Å:
C: 0.08284 1.80512 1.30643  -0.007
N: 1.85023 -0.15436 -0.32026  0.179
C: 0.51505 -0.12093 -0.32942  -0.054
C: -0.34273 0.65478 0.46822  -0.191
C: -1.72942 0.31153 0.34881  -0.090
C: -2.67335 0.66970 1.23622  0.147
H: -0.22372 1.64165 2.34266  0.107
H: -0.43755 2.70908 1.00111  0.115
H: 1.14849 1.98468 1.23321  0.080
H: 2.29689 0.57345 0.23340  0.124
H: 2.30434 -1.03865 -0.11381  0.140
H: 0.03878 -0.94931 -0.83863  0.124
H: -2.00911 -0.22887 -0.55268  0.128
H: -2.43187 1.25728 2.11448  0.085
H: -3.71042 0.34464 1.17983  0.097
H: 1.55072 -1.60523 -2.41698  0.028
H: 1.51994 -2.70983 -1.36186  0.021
O: 1.37438 -2.54783 -2.29571  -0.035

* expectation value of S²: 0.779
* net charge: +1
* gap between HOMO and LUMO (alpha / beta): 9.525 / 7.945 eV
* 2S+1: 2



Most stable structure: ii